No. 1
One molecule with the formula C6H6N2. Source: the OMol25 dataset; level of theory: wB97M-V/def2-TZVPD.

The geometry in XYZ format:
```
14
Properties=species:S:1:pos:R:3
H -0.42 0.30 -1.91
C 0.90 -1.32 1.12
C 1.56 -1.44 -0.10
C -0.08 0.64 0.18
H -0.77 -0.17 2.03
H -3.18 2.75 -0.09
C -1.30 1.48 -0.01
N -0.01 -0.15 -1.08
H 1.06 -2.01 1.91
C -0.09 -0.40 1.23
N 1.08 -0.90 -1.21
C -2.25 2.25 -0.10
H 0.88 1.14 0.32
H 2.46 -1.98 -0.17
```

Summary:
HOMO level   -8.33 eV
Total charge   0
Energy   -341.5954 a.u.
Structure (SMILES)   C#C[C@H]1C=CC=NN1
Gap between HOMO and LUMO   0.3297 hartree
ΔE to the lowest compared entry with this formula, charge and spin   3.461 eV
Spin multiplicity   1
LUMO   0.023 hartree

Charges computed using Löwdin, reported in e: atom 1 (H): 0.143, atom 2 (C): -0.098, atom 3 (C): -0.167, atom 4 (C): -0.331, atom 5 (H): 0.108, atom 6 (H): 0.022, atom 7 (C): -0.069, atom 8 (N): -0.042, atom 9 (H): 0.095, atom 10 (C): -0.044, atom 11 (N): 0.027, atom 12 (C): 0.128, atom 13 (H): 0.143, atom 14 (H): 0.086

=====

No. 2
C44H53BrN3OPPt as an isolated structure. Source: the OMol25 dataset; level of theory: wB97M-V/def2-TZVPD.

The geometry in XYZ format:
```
104
Properties=species:S:1:pos:R:3
C -4.81 1.73 -1.00
H 3.82 0.59 0.60
C -1.74 0.59 -4.05
C 2.81 -2.06 -2.72
H 3.51 -4.61 -2.86
C 3.90 1.07 -0.38
H 2.21 3.44 1.37
C 0.80 -4.09 2.21
C -2.99 0.49 -1.82
H 1.99 6.95 -3.02
C 2.50 -1.93 0.61
H -4.09 -1.76 0.35
C 2.56 2.35 -2.52
C -4.17 -3.25 1.83
C 2.54 -0.78 2.88
H -0.78 1.01 -3.83
H 1.87 -4.24 2.02
N 1.20 -1.33 0.34
C -3.74 0.57 2.94
H 4.03 0.44 -1.27
H -2.63 5.46 -1.85
H -5.71 2.33 -1.17
C -3.47 -4.23 2.56
H -1.25 2.61 2.03
C -1.22 -5.26 3.06
C -0.38 5.07 -1.73
H 1.62 2.66 -2.98
C 1.68 -1.29 4.03
H 1.80 -0.11 2.39
H -3.01 -1.72 -4.51
H 4.35 0.46 2.93
H 1.77 -5.00 -2.44
H -5.25 -3.15 1.92
H 3.33 4.05 0.08
H -4.05 -5.01 3.07
Pt 0.78 0.53 -0.42
C -2.05 -4.25 2.50
C 4.30 -3.37 -0.02
H 2.66 -1.01 -2.44
H 2.24 -2.09 -3.67
H -3.39 0.67 3.99
H 0.73 -5.89 3.37
C 4.23 -2.38 2.22
C -0.05 -3.15 1.57
H 2.17 -2.01 4.74
H -4.56 1.31 2.83
C 4.88 -3.14 1.25
H 2.91 1.38 -2.93
C -4.20 1.13 -2.06
C -1.15 -1.41 0.45
C 0.08 -1.97 0.75
H 1.31 -0.47 4.73
H -4.30 -1.58 -3.20
C 3.67 -0.03 3.58
C -3.54 -2.32 1.04
H 4.33 -0.60 4.23
C -2.63 0.96 2.08
C -3.52 -1.09 -3.79
H -4.74 2.36 1.09
H -1.79 2.18 3.62
C -1.58 5.84 -1.99
C 0.13 -5.04 3.00
C -1.43 -3.21 1.82
H 0.06 8.43 -3.54
N 0.83 5.53 -1.93
H -1.68 -6.07 3.58
C 2.44 -3.10 -1.67
H 1.51 4.08 -0.07
H -2.32 1.45 -4.28
H -4.17 -0.34 -4.31
H 5.84 -3.60 1.50
C -2.15 -2.23 1.09
C 0.95 6.69 -2.63
C -4.28 1.77 0.26
H 4.84 -3.96 -0.78
H -1.65 -0.04 -4.95
C 3.07 -1.71 1.87
H -2.35 8.68 -3.18
H -1.83 0.27 2.00
C -2.46 0.37 -0.53
C -2.39 -0.31 -3.01
H 3.32 0.78 4.20
O -2.49 7.92 -2.55
C 3.09 -2.82 -0.36
H 3.27 3.15 -2.69
H -4.15 -0.47 2.89
H -2.81 3.15 2.64
N -1.22 -0.34 -0.36
C 2.38 3.51 0.32
P 2.42 1.92 -0.71
C 2.72 -4.55 -2.10
C -2.11 2.28 2.59
C -3.10 1.06 0.60
H -1.66 -1.02 -2.65
H 1.39 -2.93 -1.39
Br -0.64 3.29 -1.02
H 0.82 -1.86 3.60
C -0.10 7.49 -2.97
H 4.51 -2.36 3.29
H 4.72 1.80 -0.31
C -1.40 7.08 -2.57
H -4.67 1.05 -3.05
H 3.83 -2.18 -2.95
H 3.08 -5.20 -1.25
```

Summary:
HOMO level (spin up / spin down)   -6.03 / -7.33 eV
Total charge   0
Energy   -4982.5499 a.u.
Gap between HOMO and LUMO (spin up / spin down)   0.2148 / 0.2610 hartree
ΔE to the lowest compared entry with this formula, charge and spin   0.140 eV
Spin multiplicity   3
LUMO (spin up / spin down)   -0.007 / -0.008 hartree

Löwdin atomic charge list, values in e, 99 entries: atom 1 (C): -0.113, atom 2 (H): 0.028, atom 3 (C): -0.074, atom 4 (C): -0.057, atom 5 (H): 0.079, atom 6 (C): -0.290, atom 7 (H): 0.024, atom 8 (C): 0.018, atom 9 (C): -0.155, atom 10 (H): 0.136, atom 11 (C): -0.152, atom 12 (H): 0.102, atom 13 (C): -0.249, atom 14 (C): -0.078, atom 15 (C): -0.383, atom 16 (H): 0.054, atom 17 (H): 0.119, atom 18 (N): -0.064, atom 19 (C): -0.081, atom 20 (H): 0.041, atom 21 (H): 0.135, atom 22 (H): 0.109, atom 23 (C): 0.001, atom 24 (H): 0.044, atom 25 (C): -0.019, atom 26 (C): -0.647, atom 27 (H): 0.013, atom 28 (C): -0.069, atom 29 (H): 0.124, atom 30 (H): 0.064, atom 31 (H): 0.060, atom 32 (H): 0.081, atom 33 (H): 0.109, atom 34 (H): 0.050, atom 35 (H): 0.111, atom 36 (Pt): 0.708, atom 37 (C): -0.170, atom 38 (C): -0.051, atom 39 (H): 0.042, atom 40 (H): 0.093, atom 41 (H): 0.089, atom 42 (H): 0.107, atom 43 (C): -0.049, atom 44 (C): -0.075, atom 45 (H): 0.096, atom 46 (H): 0.085, atom 47 (C): -0.056, atom 48 (H): 0.027, atom 49 (C): -0.056, atom 50 (C): -0.230, atom 51 (C): -0.213, atom 52 (H): 0.100, atom 53 (H): 0.078, atom 54 (C): -0.089, atom 55 (C): -0.016, atom 56 (H): 0.073, atom 57 (C): -0.392, atom 58 (C): -0.071, atom 59 (H): 0.121, atom 60 (H): 0.075, atom 61 (C): -0.034, atom 62 (C): -0.082, atom 63 (C): -0.089, atom 64 (H): 0.121, atom 65 (N): 0.030, atom 66 (H): 0.107, atom 67 (C): -0.369, atom 68 (H): -0.054, atom 69 (H): 0.067, atom 70 (H): 0.073, atom 71 (H): 0.103, atom 72 (C): -0.062, atom 73 (C): -0.145, atom 74 (C): -0.055, atom 75 (H): 0.122, atom 76 (H): 0.082, atom 77 (C): -0.201, atom 78 (H): 0.137, atom 79 (H): 0.103, atom 80 (C): -0.205, atom 81 (C): -0.332, atom 82 (H): 0.077, atom 83 (O): 0.041, atom 84 (C): -0.169, atom 85 (H): 0.038, atom 86 (H): 0.086, atom 87 (H): 0.099, atom 88 (N): -0.031, atom 89 (C): -0.256, atom 90 (P): 0.501, atom 91 (C): -0.065, atom 92 (C): -0.071, atom 93 (C): -0.102, atom 94 (H): 0.111, atom 95 (H): 0.129, atom 96 (Br): 0.828, atom 97 (H): 0.067, atom 98 (C): -0.024, atom 99 (H): 0.127

=====

No. 3
C36H37N5RuSi as an isolated structure. Source: the OMol25 dataset; level of theory: wB97M-V/def2-TZVPD.

The geometry in XYZ format:
```
80
Properties=species:S:1:pos:R:3
C -0.19 0.97 5.18
C -3.51 -2.48 -1.14
C 3.05 -1.34 3.84
H -2.20 0.60 5.83
C 0.78 0.69 4.23
H 1.75 1.17 4.29
N 1.47 -0.41 2.15
N 0.03 1.62 0.17
C 4.31 -1.83 4.08
H -5.50 -1.48 2.01
H -5.08 -3.90 -1.50
C -1.30 0.94 0.15
C 3.68 -1.02 1.53
H 1.24 2.20 -1.47
H 0.03 1.66 5.98
C 1.24 0.04 -3.14
H 0.77 1.02 -3.04
C -5.42 -2.77 0.29
C -0.27 -1.12 -4.82
H -3.39 -0.35 1.50
C 3.41 -0.32 -4.35
H -0.48 2.07 -1.82
H 0.46 -2.40 -0.97
H -3.20 0.53 -5.11
H -2.97 -2.77 -2.04
N 3.92 -0.94 -0.80
H -6.35 -3.27 0.52
C 0.09 -1.76 -0.17
C 0.03 -0.96 -3.36
H 4.56 -2.17 5.08
H 0.45 -1.67 -5.42
H -3.10 0.40 -2.66
H -2.08 1.58 -0.29
C -4.70 -3.13 -0.84
C -1.72 -0.48 4.04
H -0.64 4.35 2.10
C 2.11 0.11 -4.35
H -1.87 3.19 1.70
C -0.76 -0.76 3.08
H 5.66 -1.60 0.96
H 3.99 -0.31 -5.26
H 0.40 -1.93 -2.99
Ru 1.34 -0.19 0.15
H 4.98 -1.14 -3.09
H -2.70 -0.95 3.96
C -3.01 -1.48 -0.31
C -1.19 -0.51 -2.57
C 5.27 -1.91 3.06
H -0.05 -2.35 0.73
H 2.32 -1.31 4.63
H -1.23 5.33 0.06
N 3.22 -0.62 0.27
C 0.25 2.42 -1.09
Si -1.35 -0.72 -0.73
C 4.95 -1.52 1.77
C -2.25 0.04 -3.23
C 0.10 3.93 -0.90
C -1.11 4.26 -0.03
H -1.58 0.77 1.20
C 0.50 -0.18 3.18
H 1.66 0.51 -5.25
H 1.00 4.35 -0.46
C 2.71 -0.89 2.54
C -1.45 0.38 5.09
N 1.95 -0.23 -1.88
H 6.26 -2.29 3.27
H 0.04 1.91 2.24
H -1.50 -0.69 -6.48
H -0.99 -1.43 2.27
C -2.34 0.08 -4.64
C 0.14 2.52 1.34
H 0.01 4.38 -1.90
C -4.94 -1.77 1.13
H 1.15 2.93 1.34
C 3.97 -0.77 -3.16
C -1.36 -0.58 -5.41
C 3.22 -0.63 -1.94
C -0.93 3.61 1.35
H -2.01 3.88 -0.52
C -3.74 -1.13 0.83
```

Summary:
HOMO level (spin up / spin down)   -9.60 / -10.98 eV
Total charge   +1
Energy   -2051.8526 a.u.
Gap between HOMO and LUMO (spin up / spin down)   0.2436 / 0.2173 hartree
ΔE to the lowest compared entry with this formula, charge and spin   0.725 eV
Spin multiplicity   6
LUMO (spin up / spin down)   -0.109 / -0.186 hartree

Charges computed using Löwdin, reported in e: atom 1 (C): -0.057, atom 2 (C): -0.088, atom 3 (C): -0.007, atom 4 (H): 0.111, atom 5 (C): -0.056, atom 6 (H): 0.129, atom 7 (N): -0.014, atom 8 (N): -0.266, atom 9 (C): -0.055, atom 10 (H): 0.106, atom 11 (H): 0.109, atom 12 (C): -0.221, atom 13 (C): -0.198, atom 14 (H): 0.100, atom 15 (H): 0.113, atom 16 (C): -0.251, atom 17 (H): 0.120, atom 18 (C): -0.074, atom 19 (C): -0.049, atom 20 (H): 0.083, atom 21 (C): -0.066, atom 22 (H): 0.106, atom 23 (H): 0.019, atom 24 (H): 0.105, atom 25 (H): 0.106, atom 26 (N): 0.101, atom 27 (H): 0.109, atom 28 (C): -0.267, atom 29 (C): -0.229, atom 30 (H): 0.114, atom 31 (H): 0.118, atom 32 (H): 0.112, atom 33 (H): 0.104, atom 34 (C): -0.071, atom 35 (C): -0.062, atom 36 (H): 0.120, atom 37 (C): -0.017, atom 38 (H): 0.110, atom 39 (C): -0.036, atom 40 (H): 0.113, atom 41 (H): 0.118, atom 42 (H): 0.134, atom 43 (Ru): 1.295, atom 44 (H): 0.113, atom 45 (H): 0.109, atom 46 (C): -0.242, atom 47 (C): -0.212, atom 48 (C): -0.049, atom 49 (H): 0.013, atom 50 (H): 0.115, atom 51 (H): 0.114, atom 52 (N): -0.149, atom 53 (C): -0.179, atom 54 (Si): 0.590, atom 55 (C): -0.008, atom 56 (C): -0.107, atom 57 (C): -0.171, atom 58 (C): -0.177, atom 59 (H): 0.068, atom 60 (C): -0.305, atom 61 (H): 0.120, atom 62 (H): 0.118, atom 63 (C): -0.203, atom 64 (C): -0.064, atom 65 (N): 0.015, atom 66 (H): 0.114, atom 67 (H): 0.083, atom 68 (H): 0.112, atom 69 (H): 0.089, atom 70 (C): -0.039, atom 71 (C): -0.181, atom 72 (H): 0.123, atom 73 (C): -0.076, atom 74 (H): 0.131, atom 75 (C): 0.014, atom 76 (C): -0.079, atom 77 (C): -0.325, atom 78 (C): -0.155, atom 79 (H): 0.109, atom 80 (C): -0.097